# 1
# CH4N4S

CH4N4S in the gas phase in a non-equilibrium geometry (wB97M-V/def2-TZVPD, the Open Molecules 2025 dataset).

```
! wB97M-V def2-TZVPD RIJCOSX def2/J DEFGRID3
* xyz 0 1
N 1.1643 0.5433 0.7322
N 0.2002 0.3416 -0.3101
C -0.2356 -0.9991 -0.4047
S -2.1576 -0.7340 0.1573
N -2.0518 0.7584 0.2215
N -0.6286 1.2932 -0.5296
H 2.1351 0.0947 0.3872
H 1.3051 1.4595 1.0251
H -0.1709 -1.2182 -1.4838
H 0.4398 -1.5392 0.2049
*
```

- Frontier orbital gap (spin up / spin down): 7.100 / 7.986 eV
- HOMO level (spin up / spin down): -7.8 / -8.3 eV
- Energy relative to the best compared isomer or geometry (same formula, charge and spin): 4.8897 eV
- SMILES: NN1CSN=N1

---

# 2
# C4H14N3

A molecular structure, C4H14N3 in a non-equilibrium geometry (wB97M-V/def2-TZVPD, the Open Molecules 2025 dataset).

```
! wB97M-V def2-TZVPD RIJCOSX def2/J DEFGRID3
* xyz 1 1
C 0.7824 0.1057 2.4943
C 0.1386 -0.1516 1.2901
N 0.8869 -0.6715 0.1652
N 0.1478 0.6242 3.6262
H 1.8136 -0.0964 2.6001
H -0.9687 0.0229 1.1649
H 0.6869 0.1307 -0.8701
H 1.8509 -0.6881 0.3858
H 0.5805 -1.6289 -0.1077
H -0.9011 0.6207 3.5100
H 0.4145 0.1096 4.4378
C -1.1945 -1.0129 -2.7466
C -1.0494 0.4388 -2.2133
N 0.3706 0.7815 -1.8898
H -0.8001 -1.6883 -2.0309
H -2.2437 -1.1880 -2.9385
H -0.6476 -1.1129 -3.6676
H -1.4454 1.1660 -2.9764
H -1.6173 0.5491 -1.2687
H 0.8816 0.5595 -2.7061
H 0.4967 1.8246 -1.7906
*
```

- Frontier orbital gap: 9.261 eV
- HOMO level: -12.0 eV
- Energy relative to the best compared isomer or geometry (same formula, charge and spin): 1.5066 eV

---

# 3
# C15H60N30O15

15 unconnected molecules or ions with the total composition C15H60N30O15 in a non-equilibrium geometry (wB97M-V/def2-TZVPD, the Open Molecules 2025 dataset).

```
! wB97M-V def2-TZVPD RIJCOSX def2/J DEFGRID3
* xyz 0 1
C 0.1317 0.0493 0.4735
O 0.5384 0.0116 1.6428
N 0.6774 0.8911 -0.3987
N -0.9270 -0.6763 0.0128
H 1.4288 1.4938 -0.0932
H 0.3159 1.0651 -1.3228
H -1.5068 -0.2070 -0.6620
H -1.2209 -1.4721 0.5506
C -3.2917 1.3017 -2.7353
O -2.6025 0.6072 -1.9757
N -2.8100 2.1714 -3.6522
N -4.6315 1.3749 -2.5964
H -3.4271 2.4717 -4.3823
H -1.8065 2.2197 -3.7384
H -4.9956 0.8294 -1.8263
H -5.1781 1.8306 -3.2999
C -5.1915 1.1149 0.6822
O -6.2681 1.5418 1.0855
N -4.9106 -0.1702 0.3039
N -4.1036 1.9146 0.6094
H -5.5628 -0.8913 0.5499
H -3.9433 -0.2778 0.0604
H -3.2545 1.6557 0.1366
H -4.2369 2.8055 1.0428
C 3.4487 1.8223 2.3017
O 3.3144 1.8910 1.0631
N 2.4479 1.5279 3.1249
N 4.6391 2.0199 2.9212
H 1.5635 1.1649 2.7991
H 2.8007 1.4208 4.0589
H 4.7108 1.9419 3.9159
H 5.3831 1.9996 2.2397
C -1.3881 0.4012 5.0637
O -1.6377 -0.0838 6.1616
N -2.3469 0.4808 4.0631
N -0.1296 0.6127 4.5682
H -1.9292 0.8535 3.2293
H -3.3180 0.4262 4.3041
H -0.0742 0.9169 3.6156
H 0.6255 0.2812 5.1388
C -0.8785 3.3130 1.7636
O -0.8711 2.3747 2.5598
N 0.2364 3.9690 1.3573
N -1.9823 3.9840 1.3355
H 1.0943 3.4684 1.5460
H 0.1078 4.2670 0.3969
H -2.8606 3.8826 1.8129
H -1.9731 4.8428 0.8139
C -0.4972 4.0106 -2.3534
O 0.4782 3.6547 -1.6755
N -1.7050 4.2737 -1.7846
N -0.4165 4.2484 -3.6767
H -2.4002 4.5870 -2.4388
H -1.9645 3.9687 -0.8607
H 0.5065 4.2317 -4.0739
H -1.1915 4.5319 -4.2459
C 0.3425 -0.2641 -4.9155
O -0.6610 -0.8621 -5.3039
N 0.8976 0.7423 -5.6508
N 0.9399 -0.4330 -3.7249
H 1.7475 1.1827 -5.3451
H 0.5335 0.9758 -6.5552
H 1.8053 -0.0272 -3.4024
H 0.5765 -1.1633 -3.1345
C -3.1394 -3.0393 -1.4469
O -3.5660 -2.5154 -0.4128
N -2.5295 -4.2443 -1.3371
N -3.1433 -2.4953 -2.6899
H -2.3793 -4.5458 -0.3888
H -2.2715 -4.7587 -2.1552
H -3.2848 -1.4957 -2.7254
H -3.3772 -3.0907 -3.4643
C 3.8849 -0.3469 -2.1634
O 3.6585 -0.7499 -3.3304
N 4.3179 0.9346 -1.9832
N 3.4211 -0.9806 -1.0955
H 4.5154 1.2335 -1.0411
H 4.4196 1.5071 -2.7975
H 3.5957 -0.7465 -0.1296
H 3.1098 -1.9092 -1.3397
C 1.5039 -4.0354 -1.6872
O 2.1351 -3.4885 -0.7771
N 0.1797 -3.8767 -1.9225
N 2.0929 -4.8618 -2.5827
H -0.2975 -4.5257 -2.5119
H -0.3753 -3.1875 -1.4470
H 1.4915 -5.2450 -3.2852
H 3.0089 -5.2140 -2.3690
C -4.3566 -3.9501 2.6255
O -4.6340 -4.2079 3.8012
N -4.6207 -4.8305 1.6252
N -3.7781 -2.7977 2.2467
H -4.7281 -4.4931 0.6858
H -4.7103 -5.7880 1.9111
H -3.6535 -2.6038 1.2501
H -3.5867 -2.1317 2.9748
C 4.7574 4.7206 -0.6010
O 5.3646 5.2340 -1.5372
N 5.3922 4.4794 0.5715
N 3.4811 4.2674 -0.7278
H 4.9869 4.0279 1.3705
H 6.3810 4.6508 0.5355
H 2.9776 4.4316 -1.5790
H 3.1428 3.5232 -0.1326
C 0.8437 -3.7040 2.9661
O 2.0053 -3.7368 3.3844
N -0.3070 -3.4542 3.6133
N 0.6286 -3.9117 1.6090
H -0.3590 -3.5173 4.6165
H -1.1010 -3.1102 3.1042
H -0.1892 -4.4430 1.3749
H 1.4159 -3.7706 0.9855
C 4.6057 -1.7215 1.8179
O 5.2388 -0.9519 1.0841
N 3.4665 -1.3241 2.4693
N 4.9507 -2.9876 2.0669
H 3.1493 -0.3905 2.2863
H 3.0281 -1.9233 3.1517
H 5.6673 -3.3683 1.4720
H 4.3719 -3.6312 2.5810
*
```

- Frontier orbital gap: 8.499 eV
- HOMO level: -9.0 eV
- Energy relative to the best compared isomer or geometry (same formula, charge and spin): 2.3029 eV

---

# 4
# C26H31N7O3

2 unconnected molecules or ions with the total composition C26H31N7O3 in a non-equilibrium geometry (wB97M-V/def2-TZVPD, the Open Molecules 2025 dataset).

```
! wB97M-V def2-TZVPD RIJCOSX def2/J DEFGRID3
* xyz 0 1
C 2.9302 -4.3991 1.6380
N 1.8057 -3.6912 1.0315
C 0.8268 -4.2940 0.3456
O 0.7907 -5.5140 0.2175
C -0.2592 -3.3926 -0.2776
C -1.2798 -2.8838 0.7540
C -0.8122 -1.7591 1.6242
C -0.2037 -1.8821 2.8257
N 0.0721 -0.6282 3.3360
C -0.3365 0.3696 2.4788
C -0.2814 1.7682 2.5435
C -0.8100 2.5204 1.4816
C -1.3819 1.8659 0.3767
C -1.4268 0.4598 0.3172
C -0.9050 -0.3243 1.3690
N -0.9301 -3.9559 -1.4669
C -1.7479 -5.0036 -1.5994
C -2.3674 -5.7014 -0.4030
O -2.0626 -5.3641 -2.7234
H 2.5626 -5.1302 2.3605
H 3.4902 -4.9253 0.8623
H 3.5901 -3.6898 2.1391
H 1.7923 -2.6803 1.1188
H 0.2686 -2.5090 -0.6336
H -1.5873 -3.7102 1.3960
H -2.1685 -2.5325 0.2266
H 0.0224 -2.8249 3.3115
H 0.5010 -0.4734 4.2366
H 0.1587 2.2593 3.3978
H -0.7799 3.6021 1.5113
H -1.7911 2.4555 -0.4298
H -1.8826 -0.0300 -0.5306
H -0.6365 -3.5913 -2.3580
H -2.9206 -6.5688 -0.7585
H -3.0555 -5.0233 0.0938
H -1.6002 -6.0361 0.2885
C -3.8283 4.7410 -1.1327
C -3.2262 4.9543 -2.5220
N -1.8120 4.5595 -2.5364
C -1.3278 3.3451 -3.0042
C 0.0087 3.3543 -2.7499
C 1.0194 2.2891 -3.0348
N 1.3532 1.6296 -1.7810
C 2.3637 2.0546 -0.9391
O 3.0298 3.0355 -1.2372
C 2.7080 1.2915 0.2551
C 3.3583 1.8807 1.3447
C 3.7069 1.0685 2.4208
C 3.4121 -0.2947 2.3779
N 2.7853 -0.8623 1.3344
C 2.4421 -0.0772 0.2980
C 0.2878 4.6412 -2.1470
N -0.8166 5.3390 -2.0251
H -3.7928 3.6831 -0.8579
H -3.2717 5.3165 -0.3857
H -4.8718 5.0692 -1.1192
H -3.3048 6.0096 -2.8011
H -3.7842 4.3734 -3.2622
H -1.9058 2.5482 -3.4609
H 1.9064 2.7249 -3.5095
H 0.6070 1.5560 -3.7353
H 0.6380 1.0497 -1.3538
H 3.5959 2.9435 1.3427
H 4.2167 1.4840 3.2832
H 3.6945 -0.9195 3.2196
H 1.9523 -0.5512 -0.5471
H 1.2713 4.9801 -1.8359
*
```

- Frontier orbital gap: 8.407 eV
- HOMO level: -8.4 eV
- Energy relative to the best compared isomer or geometry (same formula, charge and spin): 0.0000 eV
- SMILES: CNC(=O)[C@H](Cc1c[nH]c2ccccc12)NC(C)=O.CCn1cc(CNC(=O)c2cccnc2)cn1